A 10-piece molecular cluster, C12H40O12 overall in a non-equilibrium geometry. Source: the Open Molecules 2025 dataset; level of theory: the ωB97M-V functional and the def2-TZVPD basis.

Last columns: bonded neighbours and bond lengths (Å).
Positions of all 64 atoms, in Å:
1 C -0.022 -0.364 0.837  O2 1.297, O3 1.322, O4 1.286
2 O -1.267 -0.685 0.673  C1 1.297
3 O 0.880 -0.834 -0.008  C1 1.322
4 O 0.369 0.267 1.888  C1 1.286
5 C -2.801 3.937 2.483  C6 1.527, H8 1.093, H9 1.091, H10 1.090
6 C -1.994 3.083 1.508  C5 1.527, O7 1.424, H11 1.098, H12 1.092
7 O -0.665 2.978 2.009  C6 1.424, H13 0.981
8 H -3.818 4.074 2.108  C5 1.093
9 H -2.305 4.897 2.625  C5 1.091
10 H -2.841 3.420 3.442  C5 1.090
11 H -1.989 3.538 0.509  C6 1.098
12 H -2.416 2.078 1.432  C6 1.092
13 H -0.385 2.060 1.808  O7 0.981
14 C 5.173 -0.472 -2.432  C15 1.511, H17 1.092, H18 1.096, H19 1.092
15 C 3.749 -0.585 -1.941  C14 1.511, O16 1.412, H20 1.096, H21 1.097
16 O 3.628 -1.244 -0.698  C15 1.412, H22 0.980
17 H 5.660 -1.441 -2.566  C14 1.092
18 H 5.733 0.138 -1.714  C14 1.096
19 H 5.281 0.110 -3.350  C14 1.092
20 H 3.070 -0.967 -2.711  C15 1.096
21 H 3.395 0.435 -1.745  C15 1.097
22 H 2.699 -1.128 -0.408  O16 0.980
23 C -0.313 -1.886 -2.989  O24 1.408, H25 1.095, H26 1.095, H27 1.090
24 O 0.399 -2.700 -2.087  C23 1.408, H28 0.986
25 H -1.282 -1.594 -2.572  C23 1.095
26 H 0.222 -0.950 -3.176  C23 1.095
27 H -0.482 -2.385 -3.943  C23 1.090
28 H 0.506 -2.144 -1.279  O24 0.986
29 C 1.036 2.348 -1.290  O30 1.407, H31 1.100, H32 1.091, H33 1.094
30 O 0.994 1.144 -2.020  C29 1.407, H34 0.989
31 H 1.972 2.446 -0.721  C29 1.100
32 H 0.952 3.214 -1.949  C29 1.091
33 H 0.257 2.393 -0.524  C29 1.094
34 H 1.019 0.418 -1.349  O30 0.989
35 C 2.601 2.785 2.458  O36 1.407, H37 1.093, H38 1.093, H39 1.096
36 O 2.985 1.560 1.880  C35 1.407, H40 0.981
37 H 3.453 3.462 2.563  C35 1.093
38 H 1.834 3.315 1.889  C35 1.093
39 H 2.198 2.596 3.459  C35 1.096
40 H 2.154 1.104 1.627  O36 0.981
41 C -2.731 -3.695 -0.572  O42 1.412, H43 1.091, H44 1.095, H45 1.096
42 O -2.297 -3.248 0.694  C41 1.412, H46 0.985
43 H -2.666 -4.783 -0.624  C41 1.091
44 H -3.737 -3.322 -0.793  C41 1.095
45 H -2.024 -3.314 -1.318  C41 1.096
46 H -1.977 -2.319 0.628  O42 0.985
47 C -2.565 1.276 -2.110  O48 1.411, H49 1.098, H50 1.090, H51 1.097
48 O -3.086 0.550 -1.018  C47 1.411, H52 0.995
49 H -2.022 2.167 -1.769  C47 1.098
50 H -1.922 0.691 -2.767  C47 1.090
51 H -3.406 1.697 -2.675  C47 1.097
52 H -2.319 0.248 -0.462  O48 0.995
53 C 2.491 -4.254 0.457  O54 1.395, H55 1.096, H56 1.097, H57 1.097
54 O 1.576 -3.476 1.167  C53 1.395, H58 0.974
55 H 3.470 -3.790 0.289  C53 1.096
56 H 2.701 -5.156 1.045  C53 1.097
57 H 2.075 -4.585 -0.502  C53 1.097
58 H 1.227 -2.751 0.619  O54 0.974
59 C -4.093 0.003 2.751  O60 1.414, H61 1.097, H62 1.091, H63 1.099
60 O -2.746 -0.317 3.039  C59 1.414, H64 0.991
61 H -4.536 -0.619 1.963  C59 1.097
62 H -4.667 -0.127 3.670  C59 1.091
63 H -4.129 1.037 2.383  C59 1.099
64 H -2.256 -0.334 2.177  O60 0.991

Properties
* relative energy (zero: lowest compared OMol25 entry of this formula, charge and spin): 0.0000 eV
* net charge: -2
* total energy: -37663.0414 eV
* frontier orbital gap: 7.56 eV
* HOMO level: -2.41 eV

Results of the natural (NBO) charge analysis, in e, for atoms 1 through 6: number 1, C, carries 0.9921; number 2, O, carries -0.9177; number 3, O, carries -0.9645; number 4, O, carries -0.8430; number 5, C, carries -0.6251; number 6, C, carries -0.0638